[1]
Here is a structure of composition C37H42Cl3N4O6SiSm at a distorted geometry from the OMol25 dataset. Energies are from ωB97M-V/def2-TZVPD.

The expectation value of S² is 8.76. The value obtained for the total energy is -120651.6715 eV. The value obtained for the molar mass is 923.570 g mol⁻¹. The value obtained for the orbital gap (spin up / spin down) is 5.51 / 5.51 eV. The calculation puts the LUMO energy (spin up / spin down) at -0.9 / -0.9 eV. The multiplicity is 6.

The geometry in XYZ format:
```
94
Properties=species:S:1:pos:R:3:mulliken_charge:R:1
Sm 0.0238 -1.8689 0.9993 0.443
N -1.5164 -3.8015 2.0504 -0.272
C -2.0066 -4.3356 0.7521 0.837
C -3.1127 -5.3858 0.9273 -1.042
C -3.8573 -5.6553 -0.3725 -1.016
C -4.6592 -4.4504 -0.8571 -0.800
N -4.1421 -3.8811 -2.1090 -0.020
C -4.8526 -3.1757 -3.0299 0.765
N -6.1576 -2.9727 -2.9143 -0.358
N -4.2363 -2.7431 -4.1135 -0.392
C -0.8222 -4.6764 -0.1858 0.580
O -0.9414 -5.5848 -1.0161 -0.718
O 0.1702 -3.8449 0.0094 -0.520
H -0.8973 -4.4912 2.4570 0.242
H -2.1988 -3.5282 2.7732 0.193
H -2.4800 -3.4907 0.2347 -0.465
H -3.8308 -5.1456 1.7558 0.302
H -2.6491 -6.2957 1.3020 0.403
H -4.6019 -6.4324 -0.2020 0.355
H -3.1468 -6.0032 -1.1152 0.524
H -4.7330 -3.6561 -0.1182 0.433
H -5.6720 -4.7644 -1.0798 0.527
H -3.1876 -4.1098 -2.3461 0.179
H -6.6497 -3.2344 -2.0728 0.185
H -6.6421 -2.4179 -3.6066 0.205
H -3.2479 -2.7367 -4.2049 0.194
H -4.6976 -2.0502 -4.7016 0.218
C 1.0188 4.8784 -0.6740 -1.940
C 0.3310 3.5280 -0.7582 1.405
C -0.9063 3.6903 -1.6596 -1.698
O -0.0645 3.1396 0.5539 -0.120
C 0.0657 1.7139 0.6472 -0.558
C 0.7231 1.2341 -0.7334 -0.247
O 1.2195 2.5011 -1.2570 -0.258
C 1.7665 0.1108 -1.0150 3.205
O 1.6957 -0.9214 -0.0394 -0.731
C 3.2401 0.5822 -1.1472 -0.159
C 4.2430 0.0613 -0.2858 -0.361
C 5.5603 0.5129 -0.3899 -0.786
C 5.8881 1.3867 -1.4169 -0.651
C 4.9366 1.8069 -2.3426 -1.118
C 3.5994 1.4270 -2.2203 -0.046
C 1.4248 -0.5461 -2.4052 0.504
C 1.0469 0.1705 -3.5578 0.055
C 0.6691 -0.4607 -4.7521 -1.038
C 0.7676 -1.8445 -4.8501 -0.625
C 1.1870 -2.5593 -3.7530 -1.083
C 1.5195 -1.9419 -2.5390 -0.848
C 0.5013 1.5268 2.1506 3.796
O 0.2987 0.0961 2.4720 0.896
C 1.9467 1.9387 2.3099 -0.264
C 2.2784 3.3039 2.2952 -0.518
C 3.5774 3.7160 2.5240 -1.118
C 4.6029 2.8095 2.7644 -0.768
C 4.2994 1.4529 2.8082 -0.780
C 2.9522 1.0013 2.6104 -0.347
C -0.4056 2.4370 3.0650 -0.264
C -1.6896 2.7756 2.6373 -0.342
C -2.4816 3.6056 3.4169 -1.127
C -1.9734 4.1919 4.5633 -0.518
C -0.7185 3.8317 4.9826 -1.005
C 0.0511 2.8765 4.3079 0.088
H 0.3783 5.6445 -0.2068 0.333
H 1.3595 5.2521 -1.6697 0.406
H 1.9188 4.8491 -0.0543 0.483
H -1.5921 4.4474 -1.2691 0.405
H -1.4724 2.7306 -1.6174 0.298
H -0.6076 3.9651 -2.6741 0.368
H -0.9525 1.2183 0.6201 -0.677
H -0.1463 1.0129 -1.4026 0.165
H 3.9460 -0.5704 0.5480 0.436
H 6.3561 0.1746 0.3054 0.361
H 6.9032 1.7370 -1.3844 0.391
H 5.2569 2.4456 -3.1954 0.333
H 2.8242 1.7537 -2.9313 0.122
H 0.9794 1.2565 -3.5008 0.141
H 0.4148 0.1928 -5.5827 0.444
H 0.6282 -2.3306 -5.8269 0.417
H 1.3640 -3.6195 -3.7993 0.477
H 1.7544 -2.5143 -1.6394 0.582
H 1.5201 4.0817 2.1077 0.837
H 3.7653 4.7874 2.4922 0.435
H 5.6206 3.1588 3.0084 0.355
H 5.0759 0.6968 2.9492 0.488
H 2.7112 -0.0587 2.6033 0.329
H -2.0677 2.3279 1.7558 0.385
H -3.4576 3.8654 3.0755 0.462
H -2.5519 4.9227 5.1568 0.363
H -0.3059 4.3048 5.8685 0.415
H 1.0559 2.7062 4.6803 0.433
Cl 1.1889 -0.1769 5.2950 -0.305
Si -0.1751 -0.7438 3.8650 -0.376
Cl -1.9230 -0.0774 4.5385 -0.314
Cl -2.1957 -0.7408 0.3569 -0.606
```

=====

[2]
Here is a cluster of 8 separate species, C37H42ClIN7O2PSi in total at a distorted geometry from the OMol25 dataset. Energies are from ωB97M-V/def2-TZVPD.

The value obtained for the total energy is -91364.1903 eV. The value obtained for the molar mass is 838.207 g mol⁻¹. Its SMILES is OCC[Si@@H](I)P(O)Cl.c1ccncc1.c1ccncc1.c1ccncc1.c1ccncc1.c1ccncc1.c1ccncc1.c1ccncc1. The value obtained for the orbital gap is 8.61 eV. The calculation puts the LUMO energy at -0.5 eV.

The geometry in XYZ format:
```
92
Properties=species:S:1:pos:R:3:mulliken_charge:R:1
O 2.8881 1.7669 0.2558 -0.532
C 1.4818 2.1905 0.1161 -0.420
C 1.1870 3.7507 0.5228 -0.456
Si -0.4927 4.4583 -0.0956 0.373
I -0.1475 5.5115 -2.3084 -0.112
P -2.1720 3.0455 -0.0674 0.257
O -2.5497 2.8408 1.6563 -0.550
Cl -1.6482 1.1367 -0.8767 -0.231
H 3.4504 2.5389 -0.0490 0.237
H 0.8001 1.5224 0.8143 0.250
H 1.0562 2.0227 -0.9850 0.230
H 2.1175 4.3993 0.1665 0.348
H 1.2144 3.8037 1.7109 0.250
H -0.8499 5.5524 0.8390 -0.117
H -3.2636 3.5564 1.8041 0.352
N 6.0650 3.3871 -1.7048 -0.605
C 6.1749 2.0799 -1.3818 -0.461
C 6.2416 1.0583 -2.3156 -0.202
C 6.1886 1.3948 -3.6641 0.059
C 6.0735 2.7324 -4.0283 -0.498
C 6.0176 3.6831 -3.0219 -0.366
H 6.2091 1.8680 -0.3170 0.520
H 6.3322 0.0254 -1.9991 0.199
H 6.2367 0.6212 -4.4250 0.533
H 6.0292 3.0272 -5.0706 0.420
H 5.9315 4.7407 -3.2553 0.402
N 4.9161 2.4234 5.6075 -0.567
C 4.6244 1.1425 5.2920 -0.173
C 4.1270 0.7463 4.0609 -0.657
C 3.9108 1.7219 3.0934 0.034
C 4.1998 3.0501 3.3891 -0.332
C 4.6975 3.3480 4.6474 -0.348
H 4.8070 0.4189 6.0811 0.353
H 3.9129 -0.2976 3.8614 0.372
H 3.5206 1.4495 2.1171 0.695
H 4.0419 3.8340 2.6570 0.367
H 4.9419 4.3695 4.9250 0.340
N -6.5177 0.6612 5.8823 -0.552
C -5.3138 1.2519 6.0471 -0.250
C -4.4612 1.5684 5.0017 -0.433
C -4.8635 1.2576 3.7071 -0.074
C -6.0971 0.6472 3.5053 -0.550
C -6.8818 0.3731 4.6139 -0.492
H -5.0435 1.4715 7.0759 0.361
H -3.5064 2.0452 5.1923 0.379
H -4.2214 1.4894 2.8623 0.548
H -6.4393 0.3917 2.5088 0.371
H -7.8544 -0.0993 4.5081 0.699
N 6.9948 -1.7083 -4.4195 -0.348
C 7.3222 -2.4723 -3.3544 -0.160
C 8.3035 -3.4503 -3.3801 -0.594
C 8.9899 -3.6628 -4.5709 -0.070
C 8.6740 -2.8931 -5.6858 -0.598
C 7.6796 -1.9363 -5.5612 -0.100
H 6.7563 -2.2709 -2.4495 0.401
H 8.5267 -4.0326 -2.4933 0.347
H 9.7648 -4.4215 -4.6298 0.365
H 9.1902 -3.0346 -6.6286 0.350
H 7.3992 -1.3079 -6.4019 0.419
N 10.0138 3.2134 -6.8777 -0.540
C 10.8847 4.2308 -6.6998 -0.231
C 11.3707 4.6217 -5.4624 -0.301
C 10.9357 3.9310 -4.3363 -0.377
C 10.0374 2.8795 -4.4870 -0.279
C 9.6108 2.5604 -5.7661 -0.284
H 11.1918 4.7408 -7.6082 0.360
H 12.0711 5.4449 -5.3787 0.359
H 11.2937 4.2094 -3.3494 0.364
H 9.6789 2.3218 -3.6293 0.384
H 8.9127 1.7454 -5.9361 0.548
N -9.9103 -1.8476 3.3814 -0.452
C -8.8698 -2.6954 3.5361 -0.104
C -8.7761 -3.9241 2.9023 -0.636
C -9.8135 -4.3112 2.0606 -0.174
C -10.8996 -3.4606 1.8824 0.110
C -10.9015 -2.2501 2.5567 -0.372
H -8.0873 -2.3497 4.2053 0.435
H -7.9154 -4.5637 3.0613 0.349
H -9.7759 -5.2678 1.5475 0.414
H -11.7242 -3.7334 1.2336 0.093
H -11.7251 -1.5500 2.4476 0.356
N -12.5265 -6.5614 0.9939 -0.319
C -12.7898 -7.7892 1.4923 -0.123
C -14.0584 -8.3444 1.5431 -0.490
C -15.1247 -7.5951 1.0573 -0.135
C -14.8856 -6.3263 0.5395 -0.565
C -13.5815 -5.8583 0.5280 -0.114
H -11.9256 -8.3333 1.8621 0.345
H -14.2114 -9.3368 1.9520 0.346
H -16.1337 -7.9965 1.0817 0.358
H -15.6951 -5.7172 0.1537 0.344
H -13.3431 -4.8756 0.1308 0.353
```

=====

[3]
Here is a structure of composition C37H42N4P2Pb at a distorted geometry from the OMol25 dataset. Energies are from ωB97M-V/def2-TZVPD.

Its relative energy (zero: lowest compared OMol25 entry of this formula, charge and spin) is 0.0 kJ/mol. The value obtained for the total energy is -68830.1771 eV. The value obtained for the molar mass is 811.919 g mol⁻¹. The value obtained for the orbital gap is 6.58 eV. The calculation puts the LUMO energy at -1.2 eV.

The geometry in XYZ format:
```
86
Properties=species:S:1:pos:R:3:mulliken_charge:R:1
Pb -0.1642 -2.4174 1.1480 0.607
C -0.3445 3.9263 4.0962 -0.627
C -1.2494 3.6002 3.1541 -0.455
C -0.9699 3.2435 1.7273 -0.821
C 0.1625 2.2317 1.5494 1.365
C 1.4568 2.8436 1.1129 -0.706
C 1.9316 4.0334 1.5142 -0.428
C 1.2576 5.0009 2.4249 -1.035
C 1.0105 4.5607 3.9104 -0.433
C 0.3059 -4.0999 2.6373 -1.303
H -0.6461 3.8626 5.1406 0.382
H -2.3330 3.5917 3.3469 0.411
H -0.8058 4.1198 1.0823 0.475
H -1.9109 2.7691 1.3811 0.341
H 0.3209 1.6361 2.4778 -0.538
H -0.1253 1.5317 0.7462 -0.313
H 2.1067 2.2070 0.5167 0.525
H 2.8840 4.4113 1.1578 0.427
H 0.2929 5.3081 2.0180 0.320
H 1.8852 5.9050 2.4820 0.456
H 1.8055 3.8989 4.2957 0.218
H 1.0581 5.4872 4.5157 0.407
H -0.5632 -4.3285 3.2872 0.302
H 1.0908 -3.6398 3.3104 0.356
H 0.7520 -5.0120 2.1823 0.390
P 1.4482 -1.5925 -2.2083 0.611
P -1.9696 -1.0601 -2.1406 0.070
N 2.6537 -0.3546 -2.3911 0.622
N 2.3751 -2.7483 -3.2595 0.291
N -2.0052 0.6600 -2.6980 0.373
N -3.5495 -1.4828 -2.8791 0.274
C 0.4172 -0.9260 -3.5690 -0.669
C -0.9506 -1.6221 -3.6138 -1.290
C 3.7891 -0.3470 -1.5667 -0.699
C 4.7257 0.5149 -2.1263 -0.643
C 4.1497 1.0722 -3.3194 -0.796
C 2.8911 0.5092 -3.4623 -0.235
C 2.8712 -3.9750 -2.8059 -0.569
C 3.1548 -4.7857 -3.9090 -0.513
C 2.8366 -4.0320 -5.0934 -0.739
C 2.4461 -2.7706 -4.6558 -0.157
C -1.7058 1.7344 -1.8360 -0.920
C -1.3037 2.8333 -2.5960 -0.225
C -1.3755 2.4533 -3.9756 -1.174
C -1.8257 1.1383 -4.0062 -0.298
C -4.3204 -0.8052 -3.8282 -0.298
C -5.2824 -1.6647 -4.3593 -0.628
C -5.0949 -2.9377 -3.7198 -0.511
C -4.0299 -2.8056 -2.8434 -0.479
H 0.8377 -1.0178 -4.5797 0.083
H 0.3024 0.1455 -3.3622 0.324
H -1.4698 -1.4301 -4.5735 0.407
H -0.8800 -2.7232 -3.5267 0.651
H 3.8152 -0.9537 -0.6693 0.450
H 5.7193 0.7084 -1.7505 0.439
H 4.6050 1.7809 -4.0027 0.431
H 2.1541 0.6680 -4.2298 0.444
H 2.9799 -4.1610 -1.7453 0.388
H 3.5265 -5.8041 -3.8955 0.399
H 2.8593 -4.3816 -6.1281 0.410
H 2.2032 -1.9149 -5.2598 0.382
H -1.8262 1.6235 -0.7621 0.649
H -0.9995 3.8023 -2.2228 0.471
H -1.1354 3.0616 -4.8377 0.459
H -1.9689 0.5065 -4.8661 0.540
H -4.1303 0.2282 -4.0538 0.485
H -6.0228 -1.4170 -5.1134 0.423
H -5.6774 -3.8344 -3.8992 0.407
H -3.5604 -3.5257 -2.1956 0.365
C 0.6035 0.8791 6.4386 -0.447
C 1.3558 0.6282 5.2782 -0.676
C 0.7666 0.0338 4.1795 -0.364
C -0.5205 -0.5310 4.2784 1.471
C -1.0889 -1.2414 3.1539 -0.633
C -2.0519 -2.2020 3.4217 -0.695
C -2.3681 -2.5300 4.7823 -0.519
C -1.9257 -1.7912 5.8661 -0.766
C -1.0533 -0.6869 5.6214 0.360
C -0.5609 0.1531 6.6522 -0.784
H 0.9343 1.6331 7.1540 0.425
H 2.3817 0.9602 5.2102 0.402
H 1.3389 -0.1458 3.2573 0.201
H -2.4595 -2.8540 2.6139 0.573
H -2.9334 -3.4493 4.9161 0.383
H -2.2379 -2.1132 6.8782 0.362
H -1.0667 0.2189 7.6191 0.379
```